No. 1
{
  "formula": "C33H26N10O3V",
  "method": "ωB97M-V/def2-TZVPD",
  "elements": ["V", "C", "N", "C", "N", "C", "N", "C", "C", "C", "C", "C", "C", "C", "N", "N", "C", "O", "C", "C", "C", "C", "C", "C", "N", "C", "N", "C", "N", "C", "H", "H", "H", "H", "H", "H", "H", "H", "H", "H", "H", "H", "H", "H", "H", "H", "O", "C", "O", "C", "C", "C", "C", "C", "C", "N", "C", "C", "C", "C", "C", "C", "N", "H", "H", "H", "H", "H", "H", "H", "H", "H", "H"],
  "coordinates": [[-0.724, -1.126, 1.077], [-2.711, 3.682, -0.720], [-2.559, 2.286, -0.189], [-1.475, 1.664, 0.175], [-1.848, 0.390, 0.490], [-3.178, 0.357, 0.226], [-3.641, 1.485, -0.181], [-1.441, 4.213, -1.224], [-0.971, 5.469, -0.877], [0.249, 5.970, -1.395], [1.000, 5.176, -2.251], [0.538, 3.913, -2.602], [-0.678, 3.470, -2.142], [1.283, 3.057, -3.530], [1.717, 3.460, -4.700], [2.207, 2.314, -5.318], [2.046, 1.343, -4.510], [1.441, 1.749, -3.330], [2.390, -0.073, -4.507], [2.450, -0.747, -5.732], [2.718, -2.119, -5.771], [2.915, -2.833, -4.595], [2.920, -2.108, -3.397], [3.285, -2.822, -2.100], [2.608, -2.216, -0.937], [1.312, -2.152, -0.768], [1.049, -1.303, 0.273], [2.315, -0.925, 0.668], [3.260, -1.472, -0.051], [2.610, -0.774, -3.335], [-3.083, 4.298, 0.098], [-3.511, 3.647, -1.452], [-0.472, 2.115, 0.142], [-3.743, -0.585, 0.341], [-1.542, 6.111, -0.208], [0.534, 7.022, -1.155], [1.983, 5.504, -2.581], [-1.056, 2.571, -2.570], [2.272, -0.248, -6.635], [2.768, -2.686, -6.686], [3.065, -3.915, -4.591], [4.359, -2.666, -1.904], [3.088, -3.875, -2.110], [0.601, -2.604, -1.451], [2.531, -0.275, 1.499], [2.602, -0.242, -2.430], [1.337, 1.187, 8.167], [1.042, 1.698, 6.967], [1.381, 2.827, 6.704], [0.295, 0.849, 5.957], [0.462, 1.125, 4.600], [0.016, 0.216, 3.674], [-0.618, -0.980, 4.040], [-0.857, -1.221, 5.374], [-0.417, -0.288, 6.301], [-1.042, -1.763, 2.951], [-1.801, -2.802, 3.011], [-2.307, -3.393, 1.742], [-3.093, -4.532, 1.676], [-3.505, -5.013, 0.430], [-3.209, -4.270, -0.673], [-2.414, -3.120, -0.582], [-1.964, -2.706, 0.615], [1.117, 0.253, 8.224], [1.034, 2.008, 4.296], [0.215, 0.471, 2.623], [-1.370, -2.103, 5.722], [-0.559, -0.609, 7.354], [-2.130, -3.153, 3.997], [-3.318, -5.084, 2.588], [-4.027, -5.963, 0.359], [-3.608, -4.530, -1.658], [-2.143, -2.601, -1.514]],
  "atomic_forces_ev_per_a": [[-0.5, 0.4, 0.2], [-0.7, 0.0, 0.8], [-0.3, 1.3, -0.9], [0.5, -0.1, 0.3], [1.6, 0.1, 0.0], [-1.0, -1.7, 0.3], [-0.3, 0.1, 0.0], [1.6, 0.2, -1.0], [0.6, 0.6, 0.1], [-0.8, 0.4, 0.1], [0.5, 0.5, 0.6], [0.3, -0.1, 0.1], [-0.5, 0.4, 0.5], [0.2, 1.5, -1.7], [-0.3, -0.9, 1.1], [0.3, 0.2, -0.3], [-0.3, -0.1, 1.4], [0.0, -0.2, 0.1], [-0.2, -0.3, -1.7], [0.4, -1.2, 1.1], [0.0, -0.1, 0.4], [0.1, 0.7, 0.4], [-0.3, -1.4, 0.6], [1.1, 0.8, -0.2], [-0.7, -0.6, -0.9], [-0.3, 0.5, 0.0], [0.5, -1.0, -0.7], [0.6, 0.0, 0.3], [-0.2, 0.8, 0.8], [0.2, 0.1, -1.1], [0.0, -0.1, 0.1], [0.0, -0.3, -0.2], [-0.7, -0.4, 0.2], [0.1, 1.0, -0.1], [0.0, -0.2, -0.1], [-0.1, -1.2, -0.2], [-0.3, 0.0, -0.2], [-0.3, -0.8, -0.1], [-0.2, 0.9, -1.1], [-0.1, 0.3, -0.3], [0.1, 0.4, -0.1], [-0.4, -0.2, 0.1], [-0.2, -0.6, 0.0], [0.1, 0.0, 0.3], [-0.1, 0.1, 0.0], [0.1, 0.6, 1.1], [-0.3, -0.2, -0.5], [0.4, 1.9, 0.3], [-0.5, -1.2, -0.3], [0.3, -0.4, 0.0], [0.6, 0.5, 0.1], [0.0, -0.1, -0.3], [0.2, 1.1, -0.2], [-0.2, 0.1, 0.0], [0.1, -1.1, 1.4], [-0.4, -0.5, -0.5], [-0.4, 0.0, 0.1], [-0.2, -0.2, 0.2], [0.5, -0.1, 0.6], [-0.1, -0.3, 0.8], [0.0, 0.7, -1.5], [-0.2, -0.6, 0.3], [0.4, 0.2, -0.5], [0.0, -0.2, 0.2], [-0.3, -0.2, 0.2], [-0.1, -0.1, 0.0], [0.0, -0.1, 0.1], [0.0, 0.6, -0.7], [0.0, -0.3, -0.5], [0.0, 0.2, -0.2], [-0.1, 0.2, 0.0], [0.3, -0.1, 0.3], [0.0, 0.1, 0.7]],
  "homo_lumo_gap_ev": [4.012, 4.318],
  "homo_ev": [-15.3780, -15.3783],
  "s2": 2.012,
  "multiplicity": 3,
  "charge": 3,
  "de_lowest_ev": 0.000
}

No. 2
{
  "formula": "C33H26N2PRh",
  "method": "ωB97M-V/def2-TZVPD",
  "elements": ["Rh", "N", "C", "C", "C", "C", "C", "C", "P", "C", "C", "C", "C", "C", "C", "C", "C", "C", "C", "C", "C", "H", "H", "H", "H", "H", "H", "H", "H", "H", "H", "H", "H", "H", "H", "H", "H", "C", "C", "C", "C", "C", "C", "C", "C", "C", "C", "C", "C", "C", "C", "C", "N", "H", "H", "H", "H", "H", "H", "H", "H", "H", "H"],
  "coordinates": [[0.268, 0.334, 0.643], [-1.336, 1.475, 1.642], [-2.631, 1.242, 1.015], [-3.571, 2.251, 0.939], [-4.812, 1.982, 0.374], [-5.113, 0.711, -0.099], [-4.159, -0.292, -0.034], [-2.898, -0.031, 0.498], [-1.544, -1.215, 0.521], [-0.531, -0.767, -0.904], [-0.671, 0.481, -1.476], [0.365, 1.020, -2.435], [1.500, 0.068, -2.713], [1.701, -1.010, -1.961], [0.739, -1.378, -0.911], [-2.202, -2.840, 0.159], [-2.678, -3.627, 1.212], [-3.261, -4.853, 0.947], [-3.359, -5.301, -0.365], [-2.882, -4.523, -1.412], [-2.300, -3.291, -1.157], [-1.326, 1.040, 2.562], [-1.177, 2.464, 1.799], [-3.354, 3.235, 1.338], [-5.554, 2.768, 0.325], [-6.087, 0.506, -0.521], [-4.386, -1.281, -0.413], [-1.620, 1.000, -1.439], [-0.139, 1.285, -3.367], [2.200, 0.331, -3.499], [2.563, -1.644, -2.118], [0.913, -2.273, -0.328], [-2.597, -3.283, 2.237], [-3.634, -5.461, 1.760], [-3.809, -6.263, -0.572], [-2.967, -4.876, -2.431], [-1.946, -2.682, -1.978], [2.034, -0.974, 4.387], [3.394, -0.672, 4.196], [3.781, -0.088, 3.023], [2.807, 0.202, 2.032], [1.435, -0.113, 2.202], [1.086, -0.705, 3.422], [3.111, 0.903, 0.845], [4.429, 1.268, 0.444], [4.616, 2.022, -0.658], [3.479, 2.441, -1.409], [3.607, 3.250, -2.518], [2.511, 3.724, -3.291], [1.276, 3.316, -2.944], [1.004, 2.368, -1.847], [2.185, 2.011, -1.000], [2.014, 1.251, 0.070], [1.731, -1.430, 5.322], [4.115, -0.886, 4.971], [4.822, 0.165, 2.882], [0.056, -0.985, 3.613], [5.268, 0.937, 1.035], [5.607, 2.318, -0.979], [4.611, 3.545, -2.810], [2.684, 4.396, -4.118], [0.416, 3.664, -3.506], [0.216, 2.775, -1.202]],
  "atomic_forces_ev_per_a": [[0.5, -1.9, -0.2], [0.1, 0.3, 0.2], [0.2, -0.1, 0.1], [-0.1, 0.0, 0.0], [0.0, 0.0, 0.0], [0.0, 0.1, 0.0], [0.0, -0.1, 0.0], [-0.2, 0.1, 0.2], [-0.2, 0.7, -0.9], [-1.1, -0.6, -1.0], [0.2, 0.5, 0.1], [0.1, -0.1, 0.0], [-0.1, 0.0, -0.1], [-0.2, -0.2, 0.3], [1.0, 0.6, 0.8], [0.1, -0.3, 0.7], [0.0, 0.0, 0.0], [0.0, 0.0, 0.0], [0.0, 0.0, 0.0], [0.0, 0.0, 0.0], [0.0, 0.0, -0.1], [0.0, 0.1, 0.1], [-0.1, 0.1, 0.0], [0.0, 0.0, 0.0], [0.0, 0.0, 0.0], [0.0, 0.0, 0.0], [0.0, 0.0, 0.0], [0.0, 0.0, -0.1], [0.1, 0.1, 0.0], [-0.1, 0.0, -0.1], [0.0, 0.0, 0.0], [-0.1, -0.1, -0.2], [0.0, 0.0, 0.0], [0.0, 0.0, 0.0], [0.0, 0.0, 0.0], [0.0, 0.0, 0.0], [0.0, 0.0, 0.0], [0.3, 0.0, 0.2], [-0.3, -0.1, 0.0], [-0.2, 0.0, -0.2], [0.0, 0.0, 0.2], [0.2, 0.0, 0.8], [-0.3, 0.0, -0.4], [0.2, 0.3, -0.5], [-0.3, -0.1, 0.2], [-0.1, 0.1, -0.1], [-0.1, 0.0, 0.2], [0.1, 0.2, -0.4], [0.2, -0.2, 0.3], [-0.2, 0.1, -0.1], [-0.1, -0.2, 0.1], [0.1, -0.1, 0.0], [0.4, 0.6, 0.2], [0.0, 0.0, 0.0], [0.0, 0.0, 0.0], [0.0, 0.0, -0.1], [0.0, 0.0, 0.0], [0.0, 0.0, 0.0], [0.0, 0.0, 0.0], [0.0, 0.0, 0.0], [0.0, 0.0, 0.0], [0.0, -0.1, 0.0], [0.0, 0.1, 0.0]],
  "homo_lumo_gap_ev": 5.578,
  "homo_ev": -13.4788,
  "multiplicity": 1,
  "charge": 2,
  "de_lowest_ev": 3.351
}

No. 3
{
  "formula": "C33H26NO3",
  "method": "ωB97M-V/def2-TZVPD",
  "elements": ["C", "O", "C", "C", "C", "C", "C", "C", "C", "C", "C", "O", "C", "C", "C", "C", "C", "C", "N", "C", "C", "C", "C", "C", "C", "C", "C", "C", "C", "C", "C", "C", "C", "C", "O", "C", "C", "H", "H", "H", "H", "H", "H", "H", "H", "H", "H", "H", "H", "H", "H", "H", "H", "H", "H", "H", "H", "H", "H", "H", "H", "H", "H"],
  "coordinates": [[-1.251, 6.863, 3.032], [-2.097, 5.722, 2.693], [-1.506, 4.517, 2.489], [-2.292, 3.412, 2.091], [-1.711, 2.198, 1.799], [-0.312, 1.980, 1.890], [0.330, 0.722, 1.578], [-0.315, -0.381, 1.107], [0.415, -1.554, 0.734], [0.082, -1.968, -1.047], [0.917, -0.874, -1.580], [0.498, 0.296, -1.706], [2.386, -1.108, -1.820], [3.202, 0.017, -1.731], [4.576, -0.130, -1.742], [5.149, -1.398, -1.844], [4.339, -2.533, -1.963], [2.947, -2.393, -1.959], [-1.227, -2.045, -1.681], [-1.843, -3.256, -1.917], [-3.186, -3.345, -2.161], [-4.023, -2.202, -2.162], [-5.427, -2.225, -2.279], [-6.150, -1.037, -2.246], [-5.501, 0.216, -2.134], [-4.121, 0.266, -2.024], [-3.365, -0.940, -2.007], [-1.992, -0.919, -1.800], [1.781, -1.609, 1.251], [2.551, -2.784, 1.225], [3.895, -2.728, 1.537], [4.513, -1.539, 1.937], [3.762, -0.373, 2.005], [2.402, -0.432, 1.663], [1.697, 0.761, 1.666], [0.452, 3.082, 2.331], [-0.108, 4.315, 2.627], [-1.962, 7.685, 3.096], [-0.756, 6.699, 4.004], [-0.506, 7.051, 2.241], [-3.360, 3.589, 2.029], [-2.346, 1.379, 1.508], [-1.388, -0.334, 0.938], [-0.117, -2.539, 0.835], [0.505, -2.952, -0.958], [2.740, 0.995, -1.657], [5.206, 0.741, -1.714], [6.231, -1.541, -1.845], [4.752, -3.544, -2.087], [2.272, -3.252, -2.064], [-1.206, -4.146, -1.830], [-3.639, -4.316, -2.342], [-5.915, -3.201, -2.362], [-7.236, -1.081, -2.291], [-6.099, 1.132, -2.122], [-3.594, 1.221, -1.938], [-1.466, 0.006, -1.624], [2.078, -3.717, 0.908], [4.492, -3.631, 1.480], [5.576, -1.517, 2.185], [4.199, 0.570, 2.331], [1.523, 2.974, 2.465], [0.547, 5.137, 2.961]],
  "atomic_forces_ev_per_a": [[-0.4, -0.8, -0.1], [0.5, -0.2, 0.0], [1.3, -0.1, -0.1], [0.1, 1.0, 0.3], [0.7, -0.3, 0.0], [-0.4, 1.8, 0.7], [-0.1, -0.9, -1.1], [-0.1, 1.0, 0.5], [-2.8, -2.4, -0.3], [1.6, 1.1, -0.9], [1.0, 1.8, -1.2], [0.0, -2.0, 0.2], [-0.3, -0.6, 0.6], [0.1, -0.1, -0.1], [0.1, -0.3, -0.3], [-0.1, -0.6, -0.1], [-0.5, -0.2, -0.3], [0.0, 0.6, 0.0], [-1.7, 1.3, 1.2], [-0.1, -0.7, 0.3], [0.3, -0.2, 0.0], [0.4, 0.8, 0.1], [-0.3, 0.1, 0.0], [0.4, -0.8, 0.0], [0.7, 0.0, 0.1], [-0.6, 0.2, 0.0], [-0.6, -0.5, -0.5], [1.0, -0.5, 0.7], [1.0, -0.2, -0.7], [0.0, 0.4, 0.0], [0.2, -0.4, 0.2], [-0.4, 0.3, -0.1], [-0.4, -0.1, 0.1], [0.0, 0.4, -0.4], [-0.1, -0.4, 0.6], [0.0, -0.4, 0.0], [-0.6, 0.6, 0.0], [0.2, 0.0, 0.0], [-0.2, 0.1, -0.4], [-0.3, -0.1, 0.3], [0.0, -0.3, -0.1], [-0.2, -0.1, -0.1], [0.3, -0.1, 0.3], [0.4, 1.0, 1.4], [0.2, -0.2, -0.8], [0.1, -0.1, 0.1], [0.2, 0.2, 0.1], [-0.3, 0.2, 0.0], [0.0, 0.6, 0.1], [0.5, 0.2, 0.1], [-0.3, 0.5, -0.1], [0.2, 0.1, 0.1], [0.0, 0.5, 0.0], [0.2, 0.1, -0.1], [0.3, -0.4, 0.0], [-0.2, -0.3, 0.0], [0.2, 0.1, 0.0], [0.2, 0.2, 0.1], [-0.1, 0.0, 0.0], [-0.4, 0.0, -0.1], [-0.2, -0.2, -0.2], [-0.2, -0.1, -0.1], [-0.5, -0.6, -0.2]],
  "homo_lumo_gap_ev": 6.058,
  "homo_ev": -10.1334,
  "smiles": "COc1ccc(C2=C[C@@H]([C@H](C(=O)c3ccccc3)[n+]3ccc4ccccc4c3)c3ccccc3O2)cc1",
  "multiplicity": 1,
  "charge": 1
}

No. 4
{
  "formula": "C33H27ClFN3O5Pt",
  "method": "ωB97M-V/def2-TZVPD",
  "elements": ["Pt", "Cl", "C", "C", "C", "C", "O", "C", "C", "N", "C", "C", "C", "C", "C", "C", "C", "C", "N", "C", "C", "H", "H", "H", "H", "H", "H", "H", "H", "H", "H", "C", "C", "C", "C", "C", "C", "C", "F", "C", "C", "C", "O", "C", "C", "N", "C", "C", "O", "O", "H", "H", "H", "H", "H", "H", "H", "H", "H", "H", "H", "C", "C", "C", "O", "H", "H", "H", "H", "H", "H"],
  "coordinates": [[-0.203, 0.573, 1.523], [2.473, 3.938, 7.469], [2.115, 3.184, 5.960], [3.127, 3.039, 5.000], [2.882, 2.414, 3.801], [1.607, 1.914, 3.505], [1.445, 1.354, 2.319], [0.579, 2.087, 4.461], [-0.708, 1.519, 4.295], [-1.156, 0.901, 3.247], [-2.179, -0.095, 3.384], [-3.379, -0.015, 4.014], [-4.170, -1.187, 4.120], [-3.745, -2.383, 3.619], [-2.492, -2.482, 2.960], [-1.967, -3.662, 2.389], [-0.754, -3.628, 1.749], [-0.070, -2.415, 1.622], [-0.521, -1.304, 2.177], [-1.723, -1.323, 2.850], [0.861, 2.712, 5.699], [4.114, 3.425, 5.220], [3.668, 2.292, 3.068], [-1.345, 1.478, 5.176], [-3.734, 0.924, 4.419], [-5.131, -1.122, 4.612], [-4.363, -3.266, 3.705], [-2.535, -4.582, 2.446], [-0.322, -4.512, 1.304], [0.869, -2.346, 1.088], [0.083, 2.812, 6.446], [-2.055, -2.740, -4.953], [-0.611, -2.295, -4.879], [-0.178, -1.434, -6.054], [1.334, -1.265, -6.028], [1.830, -0.913, -4.648], [3.114, -0.455, -4.466], [3.557, -0.056, -3.204], [4.816, 0.361, -3.082], [2.737, -0.044, -2.113], [1.417, -0.494, -2.270], [0.484, -0.428, -1.175], [0.946, -0.017, -0.029], [-0.819, -0.868, -1.394], [-1.131, -1.454, -2.616], [-0.287, -1.537, -3.624], [0.988, -0.983, -3.517], [-1.928, -0.810, -0.394], [-2.877, -1.547, -0.460], [-1.861, 0.169, 0.504], [-2.177, -3.304, -5.876], [-2.741, -1.892, -4.991], [-2.342, -3.401, -4.136], [0.042, -3.172, -4.838], [-0.681, -0.465, -5.996], [-0.496, -1.909, -6.980], [1.643, -0.479, -6.717], [1.823, -2.183, -6.365], [3.796, -0.378, -5.303], [3.097, 0.294, -1.153], [-2.112, -1.887, -2.741], [1.897, 2.983, -0.174], [0.421, 3.118, -0.116], [-0.230, 4.244, -0.844], [-0.335, 2.387, 0.541], [2.226, 3.065, -1.211], [2.256, 2.075, 0.293], [2.312, 3.854, 0.346], [0.399, 4.628, -1.642], [-0.394, 5.051, -0.122], [-1.205, 3.935, -1.216]],
  "atomic_forces_ev_per_a": [[0.8, 0.1, -0.9], [0.0, 0.0, 0.0], [-0.1, 0.0, 0.1], [0.0, 0.0, -0.1], [0.1, 0.0, 0.1], [-0.3, 0.2, -0.1], [0.4, -0.7, 0.2], [-0.1, 0.1, -0.1], [0.3, -0.2, 0.1], [-0.8, 0.4, -0.2], [0.4, -0.3, 0.0], [0.0, 0.0, 0.0], [0.0, 0.0, 0.0], [0.0, 0.0, 0.0], [0.0, -0.1, 0.1], [0.0, 0.1, 0.0], [0.0, 0.0, 0.0], [0.4, 0.0, 0.2], [-0.5, 0.0, 0.1], [-0.1, 0.1, 0.1], [0.1, 0.1, 0.0], [0.0, 0.0, 0.0], [0.0, 0.0, 0.0], [0.0, 0.0, 0.0], [0.0, 0.0, 0.0], [0.0, 0.0, 0.0], [0.0, 0.0, 0.0], [0.0, 0.0, 0.0], [0.0, 0.0, 0.0], [0.0, 0.0, -0.1], [0.0, 0.0, 0.0], [0.0, 0.0, 0.0], [0.1, 0.0, 0.0], [0.0, 0.0, 0.0], [0.0, 0.0, 0.0], [0.0, 0.0, 0.0], [0.0, 0.0, 0.0], [0.0, 0.0, 0.0], [0.0, 0.0, 0.0], [0.0, 0.0, 0.0], [0.0, -0.1, -0.1], [0.0, -0.2, 0.2], [0.0, 0.3, -0.2], [0.0, -0.1, -0.1], [0.0, -0.1, 0.0], [0.0, 0.1, -0.1], [0.0, 0.0, 0.0], [0.1, 0.3, 0.2], [0.0, -0.1, -0.1], [-0.1, -0.2, 0.3], [0.0, 0.0, 0.0], [0.0, 0.0, 0.0], [0.0, 0.0, 0.0], [-0.1, 0.0, 0.0], [0.0, 0.0, 0.0], [0.0, 0.0, 0.0], [0.0, 0.0, 0.0], [0.0, 0.0, 0.0], [0.0, 0.0, 0.0], [0.0, 0.0, 0.0], [0.0, 0.0, 0.0], [0.0, 0.0, 0.0], [0.1, 0.0, 0.1], [0.0, 0.0, 0.0], [-0.4, 0.1, 0.3], [0.0, 0.0, 0.0], [0.0, 0.0, 0.0], [0.0, 0.0, 0.0], [0.0, 0.0, 0.0], [0.0, 0.0, 0.0], [0.0, 0.0, 0.0]],
  "homo_lumo_gap_ev": 6.787,
  "homo_ev": -13.2705,
  "multiplicity": 1,
  "charge": 2,
  "de_lowest_ev": 0.000
}